This record from the OMol25 dataset describes an isolated molecule of C2H3NO3 in a non-equilibrium geometry. The level of theory is wB97M-V/def2-TZVPD.

As for the gap between HOMO and LUMO: 0.3436 Ha. The SMILES is O=CC(=O)NO. Its electronic energy is -9751.535 eV.

```
! wB97M-V def2-TZVPD RIJCOSX def2/J DEFGRID3
* xyz 0 1
C -0.17581 0.67115 0.03961
C 1.22381 0.33760 -0.16740
H 0.01527 -1.74897 -0.06154
H -2.09224 0.12384 0.24986
H 1.94920 0.99769 -0.45556
N -1.12359 -0.22288 0.59516
O -0.99443 -1.36821 -0.39872
O -0.47816 1.87388 -0.08859
O 1.67594 -0.66410 0.28717
*
```